Entry one
ORCA calculation (the ωB97M-V functional and the def2-TZVPD basis) on a structure of composition C41H87CaN2O10.

The geometry in XYZ format:
```
141
Properties=species:S:1:pos:R:3
Ca 1.61 2.48 -0.36
O -0.88 -0.82 0.42
C -0.16 0.23 0.08
O 0.80 0.14 -0.68
O -0.35 1.32 0.59
H -0.65 -1.45 -0.26
C -0.02 3.56 5.66
C -0.83 2.52 4.87
C 0.18 2.07 3.80
O 1.39 2.06 4.52
C 1.42 3.13 5.49
H -0.27 3.72 6.71
H -0.09 4.53 5.16
H -1.67 3.03 4.41
H -1.16 1.62 5.41
H 0.28 2.79 2.99
H 0.00 1.05 3.47
H 2.01 3.95 5.08
H 1.84 2.78 6.44
C -2.78 -1.71 -4.98
C -1.83 -0.66 -4.46
C -2.65 0.04 -3.37
O -4.03 -0.29 -3.61
C -4.17 -1.11 -4.77
H -2.67 -2.65 -4.43
H -2.69 -1.89 -6.05
H -1.70 0.10 -5.23
H -0.88 -1.12 -4.20
H -2.47 1.11 -3.44
H -2.22 -0.24 -2.41
H -4.60 -0.45 -5.51
H -4.91 -1.86 -4.49
C -3.57 -4.46 -1.89
C -4.31 -3.24 -1.45
C -3.22 -2.45 -0.68
O -2.01 -2.76 -1.33
C -2.04 -4.11 -1.83
H -3.86 -4.65 -2.92
H -3.84 -5.30 -1.25
H -5.14 -3.46 -0.77
H -4.71 -2.59 -2.23
H -3.13 -2.64 0.39
H -3.37 -1.37 -0.71
H -1.46 -4.72 -1.15
H -1.62 -4.21 -2.83
C -3.31 -1.41 3.89
C -3.61 -1.70 5.34
C -2.20 -1.84 5.94
O -1.41 -2.36 4.84
C -1.84 -1.76 3.62
H -3.52 -0.36 3.72
H -3.86 -2.03 3.18
H -4.23 -2.56 5.60
H -4.11 -0.85 5.82
H -2.32 -2.61 6.70
H -1.80 -0.92 6.35
H -1.72 -2.40 2.75
H -1.21 -0.90 3.42
C 1.84 -3.50 -2.11
C 2.64 -4.54 -2.79
C 3.13 -3.84 -4.02
O 2.49 -2.58 -4.13
C 1.41 -2.62 -3.22
H 2.41 -2.87 -1.42
H 1.11 -3.92 -1.43
H 1.91 -5.32 -2.99
H 3.45 -4.84 -2.13
H 2.93 -4.46 -4.90
H 4.18 -3.62 -3.84
H 0.55 -3.06 -3.74
H 1.17 -1.59 -2.92
C 5.64 1.23 -2.25
C 4.69 0.28 -3.04
C 3.61 0.01 -2.07
O 3.37 1.28 -1.50
C 4.67 1.89 -1.28
H 6.21 1.95 -2.83
H 6.37 0.71 -1.63
H 5.19 -0.59 -3.46
H 4.35 0.92 -3.85
H 3.71 -0.79 -1.34
H 2.75 -0.21 -2.70
H 5.04 1.81 -0.25
H 4.63 2.96 -1.50
C -4.02 1.89 -0.09
C -5.32 1.28 -0.53
C -5.77 0.43 0.66
O -5.10 1.00 1.74
C -3.79 1.35 1.33
H -4.09 2.97 -0.11
H -3.19 1.56 -0.71
H -5.25 0.74 -1.47
H -6.06 2.08 -0.63
H -5.57 -0.64 0.63
H -6.82 0.50 0.94
H -3.03 0.57 1.39
H -3.46 2.16 1.99
C 2.20 -2.45 1.56
C 2.27 -1.00 2.01
N 3.07 -0.80 3.29
C 4.49 -1.25 3.14
C 5.11 -0.45 1.99
C 2.51 -1.46 4.46
C 3.03 -0.88 5.74
H 1.65 -3.05 2.29
H 3.18 -2.89 1.36
H 1.56 -2.51 0.68
H 2.69 -0.38 1.22
H 1.32 -0.54 2.25
H 5.05 -0.91 4.01
H 4.63 -2.32 3.01
H 6.20 -0.39 2.07
H 4.87 -0.91 1.03
H 4.69 0.55 1.95
H 2.69 -2.54 4.47
H 1.42 -1.38 4.44
H 4.09 -0.64 5.76
H 2.89 -1.63 6.52
H 2.57 0.05 6.06
C -0.99 4.72 -0.49
C -0.86 3.91 -1.80
N 0.55 3.57 -2.15
C 0.63 2.54 -3.19
C 0.20 2.89 -4.61
C 1.29 4.81 -2.46
C 2.80 4.63 -2.71
H -0.51 5.69 -0.55
H -0.44 4.24 0.32
H -2.02 4.89 -0.17
H -1.38 2.97 -1.65
H -1.36 4.45 -2.60
H 1.63 2.12 -3.22
H 0.01 1.72 -2.82
H 0.04 2.02 -5.25
H -0.72 3.48 -4.64
H 0.96 3.52 -5.07
H 1.18 5.65 -1.78
H 0.95 5.30 -3.37
H 3.21 5.47 -3.28
H 3.05 3.75 -3.30
H 3.20 4.55 -1.70
```

Output
Net charge   +1
Orbital gap   6.66 eV
HOMO level   -10.109 eV

Entry two
ORCA calculation (the ωB97M-V functional and the def2-TZVPD basis) on a structure of composition C41H87CaN2O10.

The geometry in XYZ format:
```
141
Properties=species:S:1:pos:R:3
Ca -1.06 -2.32 0.59
O 0.68 1.44 0.54
C 0.20 0.19 0.52
O 0.37 -0.64 1.45
O -0.55 -0.20 -0.41
H 0.22 1.72 -0.29
C 3.10 3.97 0.32
C 2.25 5.16 0.69
C 3.12 6.31 0.27
O 3.66 5.87 -0.96
C 3.84 4.44 -0.96
H 2.47 3.09 0.22
H 3.84 3.74 1.09
H 1.90 5.22 1.73
H 1.33 5.11 0.10
H 3.93 6.40 1.01
H 2.55 7.23 0.21
H 4.90 4.20 -0.93
H 3.34 4.02 -1.83
C 2.50 0.56 4.22
C 3.75 0.69 5.09
C 3.94 2.20 5.14
O 3.47 2.66 3.85
C 2.82 1.60 3.16
H 1.62 0.89 4.78
H 2.32 -0.44 3.83
H 4.63 0.26 4.61
H 3.65 0.24 6.07
H 4.95 2.54 5.30
H 3.23 2.60 5.88
H 3.53 1.11 2.49
H 1.94 1.96 2.63
C -5.19 -0.68 1.80
C -4.22 -0.03 2.75
C -2.92 -0.02 2.01
O -2.94 -1.26 1.23
C -4.31 -1.60 0.94
H -5.77 0.02 1.19
H -5.93 -1.29 2.31
H -4.09 -0.54 3.71
H -4.52 0.98 3.05
H -2.03 -0.07 2.63
H -2.77 0.78 1.28
H -4.49 -2.66 1.15
H -4.50 -1.55 -0.14
C -1.97 -3.51 5.07
C -1.33 -2.15 5.35
C -0.47 -1.93 4.11
O -1.22 -2.56 3.07
C -2.06 -3.63 3.55
H -2.95 -3.62 5.53
H -1.32 -4.30 5.44
H -0.80 -2.15 6.29
H -2.12 -1.39 5.37
H 0.43 -2.52 4.31
H -0.15 -0.93 3.86
H -1.79 -4.64 3.24
H -3.06 -3.36 3.21
C -0.61 2.93 3.81
C -1.01 3.56 2.48
C -1.08 5.05 2.84
O -0.46 5.20 4.13
C 0.27 4.01 4.41
H -0.06 1.99 3.64
H -1.45 2.76 4.48
H -1.96 3.14 2.14
H -0.28 3.39 1.70
H -2.09 5.45 2.94
H -0.51 5.66 2.15
H 0.42 3.87 5.48
H 1.27 4.06 3.98
C 1.88 -5.73 1.12
C 2.72 -4.66 1.79
C 2.16 -3.39 1.20
O 0.77 -3.71 0.86
C 0.51 -5.12 1.09
H 1.91 -6.63 1.74
H 2.24 -5.90 0.11
H 3.78 -4.83 1.60
H 2.63 -4.69 2.88
H 2.67 -3.12 0.28
H 2.12 -2.59 1.93
H -0.09 -5.60 0.32
H 0.01 -5.28 2.05
C -3.40 -0.16 -4.44
C -2.74 -0.37 -5.81
C -2.19 -1.79 -5.73
O -1.78 -1.94 -4.39
C -2.61 -1.17 -3.56
H -4.44 -0.47 -4.41
H -3.30 0.88 -4.14
H -1.97 0.37 -6.01
H -3.46 -0.23 -6.63
H -1.37 -1.96 -6.42
H -2.99 -2.50 -5.98
H -2.07 -0.71 -2.73
H -3.35 -1.79 -3.02
C 1.27 -1.80 -2.65
C 1.64 -3.28 -2.83
N 0.92 -3.99 -3.89
C 1.27 -3.37 -5.17
C 0.64 -4.08 -6.35
C 1.29 -5.40 -3.87
C 0.87 -6.16 -2.60
H 1.59 -1.51 -1.65
H 0.20 -1.59 -2.68
H 1.77 -1.14 -3.36
H 2.74 -3.30 -2.97
H 1.59 -3.77 -1.86
H 0.93 -2.34 -5.09
H 2.35 -3.31 -5.38
H 0.69 -3.44 -7.24
H 1.25 -4.92 -6.69
H -0.39 -4.38 -6.17
H 2.38 -5.54 -4.01
H 0.87 -6.01 -4.67
H 1.20 -5.65 -1.70
H 1.36 -7.14 -2.60
H -0.21 -6.32 -2.55
C 1.44 2.18 -3.26
C -0.08 2.04 -3.08
N -0.63 2.93 -2.06
C -0.25 4.34 -2.22
C -0.69 5.04 -3.50
C -2.06 2.68 -1.88
C -2.71 3.54 -0.80
H 1.79 1.39 -3.93
H 1.95 2.16 -2.30
H 1.66 3.10 -3.80
H -0.63 2.09 -4.03
H -0.28 1.01 -2.76
H -0.63 4.84 -1.33
H 0.84 4.41 -2.17
H -0.18 4.65 -4.39
H -1.76 4.94 -3.69
H -0.53 6.11 -3.44
H -2.17 1.64 -1.57
H -2.63 2.76 -2.82
H -2.01 3.96 -0.08
H -3.52 3.02 -0.29
H -3.19 4.42 -1.26
```

Output
Net charge   +1
Orbital gap   7.47 eV
HOMO level   -10.479 eV

Most stable: entry two

Entry one
ORCA calculation (the ωB97M-V functional and the def2-TZVPD basis) on the ion C4H9INO3S with charge +1.

The geometry in XYZ format:
```
19
Properties=species:S:1:pos:R:3
C 2.62 0.18 -0.59
C 1.34 0.69 -1.18
C 0.42 0.26 -0.05
C -1.07 0.66 -0.34
N -1.81 0.40 0.76
O -2.23 1.14 1.63
S -2.06 -1.53 1.10
O -2.21 -2.07 -0.19
O -0.93 -1.87 1.88
I -4.08 -1.40 2.42
H 2.58 -0.84 -0.53
H 3.54 0.22 -1.36
H 3.02 0.62 0.32
H 1.40 1.70 -1.23
H 0.95 0.15 -2.01
H 0.36 -0.77 0.18
H 0.57 0.74 0.91
H -1.24 0.05 -1.13
H -1.18 1.65 -0.58
```

Output
Net charge   +1
Orbital gap   7.99 eV
HOMO level   -14.927 eV
SMILES string   CCCC[N+](=O)S(=O)(=O)I

Entry two
ORCA calculation (the ωB97M-V functional and the def2-TZVPD basis) on a cluster of 2 separate species, C4H9INO3S in total.

The geometry in XYZ format:
```
19
Properties=species:S:1:pos:R:3
C 0.79 1.40 0.90
C 2.01 -0.55 0.17
C 0.29 0.16 -1.36
C 0.70 0.12 0.06
N -0.31 -0.57 0.86
O -0.11 -0.89 1.96
O -3.77 -2.26 -0.92
O -1.43 -0.72 0.34
S -3.89 -1.40 0.19
I -4.41 0.90 -0.47
H 1.59 2.04 0.56
H -0.09 2.15 0.78
H 1.19 1.12 1.88
H 2.74 0.08 -0.34
H 1.99 -1.44 -0.48
H 2.28 -0.58 1.13
H 1.19 0.27 -1.91
H -0.22 -0.75 -1.70
H -0.53 0.92 -1.66
```

Output
Net charge   +1
Orbital gap   7.10 eV
HOMO level   -14.899 eV

Most stable: entry one

Entry one
ORCA calculation (the ωB97M-V functional and the def2-TZVPD basis) on a cluster of 2 separate species, C3H6NP in total.

The geometry in XYZ format:
```
11
Properties=species:S:1:pos:R:3
C -1.47 0.57 0.21
P 0.07 0.80 0.84
C 1.65 0.62 0.24
H -1.73 0.56 -0.75
H -2.34 0.81 0.98
H -0.08 0.80 2.18
H 2.46 0.89 0.88
H 1.83 0.95 -0.89
C -0.10 -1.93 -1.26
N -0.22 -2.15 -0.14
H -0.07 -1.93 -2.28
```

Output
Orbital gap   8.36 eV
HOMO level   -7.529 eV
SMILES string   C=[PH]=C.C#N

Entry two
ORCA calculation (the ωB97M-V functional and the def2-TZVPD basis) on the molecule C3H6NP.

The geometry in XYZ format:
```
11
Properties=species:S:1:pos:R:3
H 3.40 -1.20 -0.57
P 2.84 -0.05 0.16
N 1.36 -0.60 -0.09
C 0.20 0.14 0.14
C 0.16 1.39 -0.37
C -0.98 -0.78 0.23
H 1.02 1.92 -0.61
H -0.77 1.94 -0.26
H -1.72 -0.35 0.99
H -1.30 -0.91 -0.75
H -0.55 -1.66 0.58
```

Output
Orbital gap (alpha / beta)   7.95 / 7.95 eV
HOMO level (alpha / beta)   -8.596 / -8.597 eV
SMILES string   [H]/P=N/C(=C)C

Entry three
ORCA calculation (the ωB97M-V functional and the def2-TZVPD basis) on a cluster of 2 separate species, C3H6NP in total.

The geometry in XYZ format:
```
11
Properties=species:S:1:pos:R:3
H -2.35 -0.86 -2.24
P -2.69 0.39 -1.39
N -1.44 0.73 -0.58
C -0.71 1.58 0.16
C -0.26 2.51 0.77
H 0.29 2.80 1.55
C 0.00 -1.55 -0.19
H 0.96 -1.41 -0.80
H 0.24 -2.38 0.34
H -0.85 -1.57 -1.00
H -0.22 -0.66 0.57
```

Output
Orbital gap   7.50 eV
HOMO level   -8.680 eV
SMILES string   [H]/P=N/C#C.C

Most stable: entry two